{"formula": "C34H36BrN13O2S3Tl", "method": "ωB97M-V/def2-TZVPD", "elements": ["Tl", "C", "O", "C", "C", "C", "Br", "C", "C", "C", "O", "C", "N", "C", "C", "C", "C", "C", "C", "N", "H", "H", "H", "H", "H", "H", "H", "H", "H", "H", "H", "N", "C", "C", "N", "C", "C", "N", "C", "C", "N", "H", "H", "H", "H", "H", "H", "C", "C", "C", "N", "N", "C", "N", "S", "H", "H", "H", "H", "H", "H", "H", "C", "N", "C", "C", "N", "C", "S", "H", "H", "H", "H", "H", "H", "N", "C", "S", "C", "C", "C", "N", "C", "C", "H", "H", "H", "H", "H", "H"], "positions_angstrom": [[-0.28815, 0.07289, 0.83648], [2.10885, 0.23799, 3.79868], [2.20485, 0.40779, 2.39638], [3.39865, 0.33369, 1.80508], [4.59685, 0.13519, 2.45528], [5.78895, 0.06339, 1.73028], [7.41445, -0.23621, 2.64658], [5.79855, 0.18389, 0.34268], [4.61505, 0.36009, -0.36082], [3.34415, 0.45409, 0.34428], [2.26045, 0.62399, -0.24862], [4.59705, 0.40569, -1.79872], [3.46475, 0.40429, -2.51682], [3.76315, 0.34819, -3.85222], [2.95835, 0.28249, -4.98212], [3.60365, 0.20369, -6.19892], [5.00135, 0.18519, -6.29332], [5.81115, 0.24919, -5.17562], [5.17305, 0.33329, -3.94442], [5.64255, 0.37939, -2.64852], [2.58945, 1.06769, 4.32408], [2.55165, -0.70951, 4.11848], [1.04425, 0.24519, 4.02178], [4.63915, 0.03269, 3.52708], [6.74305, 0.11329, -0.17322], [2.56335, 0.43779, -2.03302], [1.88305, 0.27389, -4.90062], [3.01715, 0.14769, -7.10242], [5.45405, 0.11109, -7.26942], [6.88485, 0.22359, -5.26172], [6.61775, 0.40919, -2.38712], [-2.77555, 3.11819, 3.70538], [-1.59235, 3.66889, 4.09168], [-0.61295, 2.90669, 3.51318], [-1.17655, 1.90709, 2.79498], [-2.48685, 2.04749, 2.91988], [-3.42425, 1.19339, 2.24748], [-3.07345, 0.05769, 1.66078], [-4.19345, -0.42191, 1.05808], [-5.24215, 0.42229, 1.29018], [-4.74425, 1.44079, 2.04848], [-3.68585, 3.43859, 3.99878], [-1.54005, 4.53109, 4.72338], [0.44885, 3.03119, 3.57418], [-4.17855, -1.33961, 0.50618], [-6.26925, 0.38029, 0.99238], [-5.27895, 2.22839, 2.38008], [-2.45375, -5.24781, 0.11658], [-1.35365, -4.76751, -0.83532], [-1.61855, -3.38321, -1.29602], [-1.21485, -2.32031, -0.70302], [-1.61745, -1.17361, -1.26222], [-2.35685, -1.34461, -2.31592], [-2.83515, -0.33501, -3.07352], [-2.61105, -3.03431, -2.71212], [-2.25695, -6.27401, 0.41128], [-3.42435, -5.21861, -0.37132], [-2.48705, -4.62491, 1.00808], [-1.30565, -5.44221, -1.69122], [-0.39315, -4.77971, -0.31772], [-2.85235, 0.57659, -2.64552], [-3.56775, -0.55141, -3.72742], [-0.39515, -4.68841, 5.03968], [-1.32875, -3.74451, 4.48758], [-2.60955, -3.55711, 4.91378], [-3.16175, -2.57441, 4.15208], [-2.21075, -2.16781, 3.26488], [-1.08545, -2.88471, 3.47188], [0.35405, -2.72781, 2.60908], [-0.90975, -5.31871, 5.76258], [0.42335, -4.16541, 5.53728], [0.02595, -5.31111, 4.24978], [-3.03845, -4.12701, 5.71198], [-4.14485, -2.15521, 4.17948], [-2.32525, -1.41951, 2.57138], [-2.25935, 4.74409, -5.11982], [-1.98105, 5.09609, -3.86932], [-2.15195, 6.66799, -3.36322], [-1.54105, 4.05879, -2.91602], [-0.91045, 2.87929, -3.31772], [-0.57235, 1.93929, -2.35472], [-0.82675, 2.09819, -1.06492], [-1.39805, 3.22679, -0.67302], [-1.75865, 4.23579, -1.54852], [-2.58105, 5.43929, -5.77802], [-2.14715, 3.80059, -5.45172], [-0.66735, 2.69699, -4.35312], [-0.07875, 1.01809, -2.63102], [-1.58495, 3.32309, 0.38578], [-2.20615, 5.14679, -1.18522]], "mulliken_charge": [1.089, -1.097, 0.173, 0.248, -0.389, -0.934, -0.077, -0.215, 0.398, 0.591, -0.740, 0.028, 0.382, 0.812, -0.750, -0.631, -0.546, -0.955, 0.359, 0.009, 0.405, 0.484, 0.168, 0.593, 0.542, -0.049, 0.504, 0.434, 0.416, 0.437, 0.266, -0.042, -0.924, -0.405, 0.392, -0.183, -0.033, 0.341, -0.598, -1.002, -0.082, 0.185, 0.443, 0.492, 0.553, 0.477, 0.192, -0.870, -0.535, 0.071, -0.139, 0.144, 0.095, -0.380, -0.160, 0.385, 0.352, 0.084, 0.390, 0.188, 0.178, 0.259, -0.803, 0.212, -0.510, -0.184, 0.730, -0.048, -0.018, 0.325, 0.345, 0.344, 0.466, 0.554, -0.190, -0.343, 0.268, -0.324, 1.153, -0.934, -1.464, 0.394, -0.427, -0.852, 0.223, 0.161, 0.417, 0.923, 0.326, 0.438], "e_homo_ev": [-13.540, -13.540], "e_tot_ha": -6119.82522, "lumo_energy_ev": [-9.44, -10.20], "total_charge": 3, "multiplicity": 1, "homo_lumo_gap_ev": [4.1, 3.3], "largest_force_ha_per_bohr": 0.0365, "e_above_lowest_ev": 0.000}


{"formula": "C34H36Cl56N4O4P", "method": "ωB97M-V/def2-TZVPD", "elements": ["C", "C", "C", "N", "C", "O", "C", "C", "N", "C", "N", "C", "O", "N", "O", "C", "C", "C", "C", "C", "C", "C", "C", "O", "C", "C", "P", "C", "C", "H", "H", "H", "H", "H", "H", "H", "H", "H", "H", "H", "H", "H", "H", "H", "H", "H", "H", "H", "H", "H", "H", "H", "H", "H", "H", "H", "H", "H", "H", "H", "H", "H", "H", "H", "H", "C", "Cl", "Cl", "Cl", "Cl", "C", "Cl", "Cl", "Cl", "Cl", "C", "Cl", "Cl", "Cl", "Cl", "C", "Cl", "Cl", "Cl", "Cl", "C", "Cl", "Cl", "Cl", "Cl", "C", "Cl", "Cl", "Cl", "Cl", "C", "Cl", "Cl", "Cl", "Cl", "C", "Cl", "Cl", "Cl", "Cl", "C", "Cl", "Cl", "Cl", "Cl", "C", "Cl", "Cl", "Cl", "Cl", "C", "Cl", "Cl", "Cl", "Cl", "C", "Cl", "Cl", "Cl", "Cl", "C", "Cl", "Cl", "Cl", "Cl", "C", "Cl", "Cl", "Cl", "Cl"], "positions_angstrom": [[2.73108, -1.57963, 0.64852], [1.57642, -0.77883, 0.16344], [1.40014, 0.86900, 0.39022], [-0.06396, 0.89880, 0.87781], [-0.14624, -0.08383, 1.86782], [-0.33156, -1.11514, 2.73665], [2.44056, 1.57147, 1.44487], [1.89583, 2.58080, 2.61211], [0.83221, 3.56286, 2.18125], [-0.45426, 3.41256, 2.97890], [3.51783, 2.03646, 0.47461], [4.83786, 2.27907, 1.17296], [5.44599, 3.60297, 0.87720], [4.52085, 4.57843, 0.94670], [4.49822, 5.26735, -0.06027], [3.14491, 2.11549, -0.85164], [4.19614, 2.55274, -2.05295], [4.93247, 1.21870, -2.74243], [4.32541, 0.83905, -4.22208], [4.84521, -0.12691, -1.80967], [1.53114, 1.71950, -1.04436], [1.28761, 0.92120, -2.45415], [-0.32720, 0.84849, -2.88371], [-1.15727, 0.13264, -1.90279], [-2.55732, 0.39377, -2.37642], [-3.58546, -0.17466, -1.22820], [0.74140, 3.45208, -1.16158], [-1.13623, 3.44919, -0.82291], [1.21739, 4.39392, -2.74949], [3.77052, -1.09207, 0.87490], [2.53782, -2.73306, 0.86443], [0.72795, -1.32165, -0.47546], [3.05803, 0.78081, 2.09249], [2.83170, 3.23059, 2.96135], [1.53323, 2.02463, 3.60341], [1.15056, 4.55703, 2.21740], [-0.26661, 3.21734, 4.11840], [-1.16823, 2.56700, 2.59802], [-1.06471, 4.42566, 2.89293], [5.65135, 1.45271, 0.89204], [4.75408, 2.23290, 2.36259], [3.69078, 3.11896, -2.94732], [5.08496, 3.23070, -1.68142], [6.07522, 1.46614, -2.90169], [5.19770, 0.45538, -4.92810], [3.75908, 1.71344, -4.76071], [3.54515, -0.06192, -4.15771], [3.81060, -0.68525, -1.85804], [5.64504, -0.89246, -2.25488], [5.14561, 0.04221, -0.69167], [1.81028, -0.12492, -2.53451], [1.78472, 1.59220, -3.30751], [-0.73549, 1.91933, -3.17963], [-0.33793, 0.20199, -3.88557], [-2.75715, 1.56848, -2.44357], [-2.69918, -0.07539, -3.44198], [-3.64447, -1.34219, -1.28320], [-4.62978, 0.36264, -1.42543], [-3.18409, 0.22449, -0.17745], [-1.29084, 4.02229, 0.21266], [-1.61026, 2.38984, -0.67297], [-1.72575, 4.11423, -1.61872], [1.70741, 3.75069, -3.59453], [0.20079, 4.82649, -3.20133], [1.88695, 5.35378, -2.52721], [-5.42978, -1.45374, -5.53988], [-6.41059, -0.65582, -6.79526], [-3.74914, -0.87042, -5.63927], [-6.09705, -1.07127, -3.93258], [-5.46236, -3.21718, -5.79224], [3.58946, -5.95596, 0.02935], [2.92968, -6.74355, 1.48504], [2.71778, -6.54218, -1.40982], [3.38926, -4.19075, 0.16678], [5.32085, -6.34716, -0.12460], [-6.91064, -0.61591, 1.12939], [-6.13943, -1.88700, 2.11133], [-6.07088, 0.93263, 1.39675], [-6.81165, -1.05522, -0.59460], [-8.62036, -0.45410, 1.60387], [-0.42041, 5.08679, 7.35712], [0.80000, 4.48980, 8.50988], [-0.58741, 6.85224, 7.53026], [0.09250, 4.69895, 5.69536], [-1.98648, 4.30627, 7.69278], [6.17961, -2.99552, 3.40420], [4.77879, -2.55477, 2.39518], [6.07823, -4.72009, 3.84036], [7.68306, -2.70044, 2.49451], [6.17850, -2.00690, 4.88645], [9.17964, -1.72889, -1.79579], [10.53687, -2.82695, -2.15195], [9.74930, -0.04171, -1.85567], [7.89227, -1.96427, -3.00502], [8.54012, -2.08257, -0.17087], [-9.72039, 0.10273, 5.48314], [-11.12121, 0.54347, 4.47413], [-9.82177, -1.62185, 5.91930], [-8.21694, 0.39781, 4.57346], [-9.72150, 1.09135, 6.96540], [1.57873, -10.57315, 2.02225], [2.08124, -12.19882, 2.55079], [1.84172, -9.41041, 3.34646], [2.54123, -10.08581, 0.60414], [-0.14896, -10.59752, 1.58756], [-9.82120, 2.65542, -0.62055], [-8.46398, 1.55735, -0.97670], [-9.25155, 4.34260, -0.68042], [-11.10857, 2.42004, -1.82977], [-10.46073, 2.30173, 1.00437], [1.27882, -4.54458, 4.62945], [-0.39048, -4.19840, 5.14739], [1.39542, -6.24054, 4.09579], [1.71786, -3.46611, 3.28071], [2.39235, -4.27323, 5.99358], [3.07885, 8.40761, -3.01412], [3.68465, 7.23617, -1.81604], [2.33302, 7.53291, -4.37548], [1.86420, 9.46402, -2.25020], [4.43324, 9.39730, -3.61462], [-9.82115, -3.05489, -5.06412], [-9.21535, -4.22633, -3.86604], [-10.56698, -3.92959, -6.42548], [-11.03580, -1.99848, -4.30020], [-8.46676, -2.06520, -5.66462], [4.57883, -1.57893, -7.26014], [4.62274, -0.03804, -8.15366], [5.80046, -1.54856, -5.96347], [2.96169, -1.80617, -6.54727], [4.93025, -2.92280, -8.37593], [-7.42120, -4.82121, 7.88997], [-6.06398, -5.91928, 7.53382], [-6.85155, -3.13403, 7.83010], [-8.70857, -5.05660, 6.68075], [-8.06073, -5.17490, 9.51489]], "mulliken_charge": [0.006, -0.968, 1.487, -0.212, 0.494, -0.608, -0.700, -1.098, 0.017, -0.908, 1.215, -0.144, -0.211, 0.087, -0.224, -1.925, -0.609, 0.431, -0.832, -0.023, 0.710, 0.011, -0.768, -0.247, 0.332, -0.338, 0.348, -0.472, -0.255, -0.316, 0.292, 0.252, 0.485, 0.366, 0.358, 0.332, 0.329, 0.017, 0.432, 0.216, 0.430, 0.100, 0.422, 0.478, 0.126, 0.227, 0.161, -0.027, -0.085, -0.168, 0.318, 0.012, 0.312, 0.334, 0.231, -0.446, 0.262, 0.114, 0.106, 0.223, -0.101, 0.364, 0.288, 0.423, -0.425, 0.150, -0.093, -0.170, 0.085, -0.025, 0.057, 0.104, -0.122, 0.106, -0.092, 0.043, -0.078, -0.061, -0.018, 0.063, 0.306, -0.095, -0.092, -0.058, -0.096, 0.193, 0.155, -0.086, -0.094, -0.111, 0.201, -0.080, -0.103, -0.060, -0.020, 0.261, -0.095, -0.028, -0.039, -0.099, 0.328, -0.088, -0.066, -0.082, -0.096, 0.213, 0.063, -0.102, -0.091, -0.055, 0.100, -0.085, -0.031, 0.119, -0.096, 0.336, 0.023, -0.105, -0.096, -0.095, 0.269, -0.105, -0.098, -0.088, 0.005, 0.295, -0.094, -0.034, -0.087, -0.088, 0.345, -0.090, -0.080, -0.095, -0.088], "e_homo_ev": -10.050, "e_tot_ha": -27948.12963, "lumo_energy_ev": -3.78, "total_charge": 1, "multiplicity": 1, "homo_lumo_gap_ev": 6.3, "largest_force_ha_per_bohr": 0.2238, "e_above_lowest_ev": 13.644}


{"formula": "C34H36IN3O7PS2Ta", "method": "ωB97M-V/def2-TZVPD", "elements": ["Ta", "O", "C", "C", "C", "C", "N", "C", "C", "C", "C", "C", "C", "O", "C", "C", "N", "H", "H", "H", "H", "H", "H", "H", "H", "H", "H", "H", "H", "O", "S", "O", "O", "C", "C", "C", "C", "C", "C", "P", "C", "C", "C", "C", "C", "C", "C", "C", "C", "C", "C", "C", "H", "H", "H", "H", "H", "H", "H", "H", "H", "H", "H", "H", "H", "H", "N", "C", "O", "C", "I", "H", "H", "H", "H", "C", "S", "C", "O", "H", "H", "H", "H", "H", "H"], "positions_angstrom": [[-0.27333, -0.93985, -0.74719], [1.92386, -1.07334, 5.98452], [0.57806, -0.77713, 5.73935], [0.37232, -0.71931, 4.25755], [-0.85319, -0.35616, 3.69487], [-1.00374, -0.38219, 2.33302], [-0.01286, -0.73830, 1.48621], [1.18420, -1.06907, 2.02702], [1.40119, -1.06866, 3.38534], [2.19585, -1.52287, 1.06400], [3.53958, -1.59364, 1.35027], [4.42515, -2.09071, 0.39558], [5.89379, -2.14273, 0.67716], [6.11541, -1.62501, 1.95998], [3.89092, -2.53038, -0.81664], [2.54672, -2.39894, -1.04936], [1.69098, -1.88508, -0.13706], [2.08913, -1.13723, 6.93356], [0.26275, 0.17567, 6.18193], [-0.10124, -1.54402, 6.13602], [-1.68500, -0.05989, 4.32219], [-1.94521, -0.12055, 1.87793], [2.35374, -1.36136, 3.80217], [3.93087, -1.26820, 2.30333], [6.41332, -1.56600, -0.09878], [6.23460, -3.18020, 0.57294], [7.04307, -1.72431, 2.20705], [4.52237, -2.96168, -1.58329], [2.11922, -2.70617, -1.99406], [1.09037, -0.29368, -1.96035], [0.18408, -0.10699, -3.20707], [0.50223, -0.96873, -4.27031], [-1.14852, -0.38343, -2.49848], [0.20346, 1.58046, -3.48597], [0.52517, 2.10259, -4.72766], [0.54625, 3.48553, -4.86256], [0.26235, 4.29296, -3.77149], [-0.04245, 3.74454, -2.52175], [-0.08754, 2.37190, -2.35453], [-0.50896, 1.72137, -0.68522], [0.65303, 2.50159, 0.43599], [0.32220, 3.64599, 1.16230], [1.28549, 4.25173, 1.95813], [2.56769, 3.72443, 2.02936], [2.90328, 2.59101, 1.29433], [1.95020, 1.97856, 0.50016], [-2.18214, 2.26803, -0.33706], [-2.63822, 2.30043, 0.98678], [-3.92883, 2.72552, 1.26105], [-4.77189, 3.11170, 0.22191], [-4.32259, 3.07752, -1.09141], [-3.03066, 2.65498, -1.37628], [0.76020, 1.45001, -5.55954], [0.79327, 3.92529, -5.81948], [0.27984, 5.36960, -3.88342], [-0.23707, 4.40101, -1.68159], [-0.67046, 4.07474, 1.10564], [1.03300, 5.14471, 2.51459], [3.31265, 4.20492, 2.65010], [3.91237, 2.20108, 1.33009], [2.22575, 1.11292, -0.09480], [-1.97020, 2.05071, 1.80029], [-4.27036, 2.78681, 2.28649], [-5.77294, 3.46034, 0.44131], [-4.97212, 3.40290, -1.89376], [-2.68693, 2.64921, -2.40358], [-0.42182, -4.70696, -3.38553], [-0.56123, -4.11250, -2.22079], [-0.44286, -2.86714, -2.12111], [-0.87487, -5.01516, -1.04763], [-0.97403, -3.87722, 0.73393], [-0.21521, -4.15963, -4.21172], [-0.50507, -5.70805, -3.49985], [-0.10692, -5.77161, -0.90141], [-1.83612, -5.51000, -1.16701], [-4.00603, -1.54006, -2.16032], [-3.69740, -0.74818, -0.59528], [-4.57081, -1.87526, 0.46308], [-2.17607, -1.08608, -0.26550], [-5.03920, -1.29869, -2.42328], [-3.87717, -2.61709, -2.06934], [-3.33553, -1.11677, -2.90193], [-5.63466, -1.69721, 0.28322], [-4.34000, -1.63154, 1.49917], [-4.30848, -2.90582, 0.23347]], "mulliken_charge": [1.421, -0.503, -0.519, -0.226, -1.405, -0.570, 0.767, 0.548, -0.579, 0.395, -0.411, -0.071, -0.581, -0.497, -1.190, -0.408, 0.093, 0.349, 0.398, 0.372, 0.595, 0.690, 0.724, 0.678, 0.369, 0.427, 0.341, 0.565, 0.576, -0.403, 1.159, -0.643, -0.348, 1.034, -0.620, -0.754, -0.844, -0.166, -0.890, 1.746, 0.956, -0.478, -0.858, -0.791, -0.783, -0.820, 0.481, -0.670, -1.040, -0.792, -0.851, -0.967, 0.614, 0.476, 0.493, 0.589, 0.547, 0.507, 0.486, 0.550, 0.452, 0.929, 0.519, 0.491, 0.521, 0.497, -0.277, 0.404, -0.431, -1.045, 0.362, 0.268, 0.262, 0.556, 0.537, -1.084, 0.673, -1.125, -0.223, 0.551, 0.404, 0.204, 0.490, 0.371, 0.428], "e_homo_ev": -18.929, "e_tot_ha": -3499.39001, "lumo_energy_ev": -12.23, "total_charge": 4, "multiplicity": 1, "homo_lumo_gap_ev": 6.7, "largest_force_ha_per_bohr": 0.0830, "e_above_lowest_ev": 0.000}